A) The following is a quantum chemistry calculation of 8 unconnected molecules or ions with the total composition C24H56N8O8, from the Open Molecules 2025 dataset.

Output
Highest occupied orbital energy   -9.2 eV
SMILES string   CNC(C)=O.CNC(C)=O.CNC(C)=O.CNC(C)=O.CNC(C)=O.CNC(C)=O.CNC(C)=O.CNC(C)=O
Molar mass   584.8 g mol⁻¹

```
96
Properties=species:S:1:pos:R:3:mulliken_charge:R:1
C 5.409 1.993 4.759 -0.893
N 6.260 1.671 5.918 -0.195
C 5.883 0.957 6.986 0.692
C 6.883 0.983 8.080 -0.958
O 4.804 0.380 7.017 -0.644
H 5.188 3.057 4.672 0.242
H 4.506 1.383 4.785 0.313
H 6.045 1.635 3.949 0.332
H 7.227 1.873 5.708 0.270
H 6.469 1.635 8.849 0.228
H 7.855 1.351 7.751 0.296
H 7.211 -0.019 8.353 0.317
C -0.676 1.090 -1.914 -0.852
N -0.590 -0.103 -1.074 -0.155
C 0.220 -0.210 -0.006 0.592
C 1.012 0.922 0.470 -0.999
O 0.234 -1.294 0.610 -0.697
H -1.268 1.228 -2.819 0.313
H 0.357 1.326 -2.170 0.278
H -1.188 1.801 -1.265 0.312
H -1.271 -0.819 -1.282 0.253
H 0.744 1.965 0.303 0.374
H 2.012 0.819 0.047 0.299
H 1.212 0.765 1.530 0.281
C 7.623 5.247 -1.710 -0.838
N 6.359 5.934 -1.809 -0.186
C 5.212 5.374 -1.254 0.697
C 3.918 6.146 -1.462 -1.046
O 5.350 4.439 -0.432 -0.632
H 8.223 5.410 -2.605 0.294
H 7.687 4.186 -1.467 0.290
H 8.067 5.807 -0.886 0.306
H 6.382 6.803 -2.323 0.217
H 3.109 5.547 -1.045 0.270
H 3.685 6.201 -2.525 0.334
H 3.956 7.152 -1.042 0.292
C -1.212 -6.878 1.584 -0.761
N -0.639 -7.596 0.431 -0.160
C -1.275 -8.551 -0.229 0.710
C -0.428 -9.119 -1.328 -1.238
O -2.413 -8.976 0.104 -0.668
H -2.150 -6.478 1.199 0.248
H -0.704 -6.013 2.011 0.341
H -1.504 -7.574 2.371 0.252
H 0.132 -7.185 -0.075 0.259
H -0.195 -8.409 -2.121 0.338
H -0.850 -9.939 -1.909 0.345
H 0.508 -9.579 -1.011 0.335
C -1.282 -0.435 5.573 -0.890
N -2.168 -0.885 4.484 -0.144
C -3.498 -0.880 4.585 0.638
C -4.280 -1.489 3.410 -0.899
O -4.193 -0.388 5.503 -0.660
H -1.608 0.439 6.136 0.300
H -0.405 -0.016 5.080 0.310
H -0.979 -1.291 6.177 0.298
H -1.703 -1.328 3.705 0.243
H -4.934 -0.725 2.990 0.251
H -4.918 -2.232 3.888 0.271
H -3.638 -2.032 2.716 0.284
C 0.445 5.348 5.409 -0.774
N -0.913 5.604 5.890 -0.178
C -2.051 5.729 5.133 0.681
C -3.274 6.102 5.904 -1.010
O -2.126 5.574 3.893 -0.643
H 1.039 5.439 6.319 0.319
H 0.643 6.071 4.617 0.257
H 0.549 4.342 5.005 0.246
H -1.084 5.553 6.884 0.230
H -3.433 7.171 6.049 0.255
H -3.230 5.636 6.888 0.316
H -4.192 5.844 5.377 0.300
C -5.336 -4.816 -2.096 -0.816
N -5.285 -6.131 -2.834 -0.187
C -5.658 -6.385 -4.072 0.684
C -5.598 -7.860 -4.555 -0.893
O -6.053 -5.568 -4.937 -0.670
H -5.997 -5.118 -1.283 0.307
H -5.665 -4.024 -2.768 0.311
H -4.389 -4.533 -1.636 0.260
H -4.897 -6.897 -2.303 0.203
H -5.099 -8.515 -3.842 0.287
H -4.937 -7.777 -5.418 0.269
H -6.593 -8.195 -4.851 0.246
C -1.497 0.870 -9.445 -0.839
N -1.126 1.619 -10.602 -0.192
C -1.837 2.110 -11.572 0.661
C -1.147 2.922 -12.574 -0.894
O -3.043 1.832 -11.658 -0.663
H -1.423 -0.193 -9.672 0.274
H -2.498 1.203 -9.169 0.321
H -0.850 1.285 -8.673 0.315
H -0.146 1.543 -10.836 0.218
H -1.270 2.273 -13.441 0.258
H -0.072 3.025 -12.424 0.276
H -1.727 3.839 -12.676 0.264
```


B) The following is a quantum chemistry calculation of a molecular structure, C24H56N8O8, from the Open Molecules 2025 dataset.

Output
Highest occupied orbital energy   -6.3 eV
Molar mass   584.8 g mol⁻¹

```
96
Properties=species:S:1:pos:R:3:mulliken_charge:R:1
C 2.669 3.524 -3.998 0.001
O 1.735 3.767 -4.742 -0.567
N 2.455 3.082 -2.693 0.460
C 3.569 2.865 -1.775 -0.898
C 1.174 2.766 -2.158 -2.022
H 3.726 3.593 -4.298 0.308
H 3.626 1.825 -1.452 0.155
H 3.398 3.391 -0.835 0.212
H 4.571 3.144 -2.102 0.379
H 0.945 1.704 -2.077 1.128
H 1.118 3.162 -1.144 0.702
H 0.314 3.274 -2.596 0.069
C -3.433 1.832 0.993 -0.313
O -2.354 2.321 0.720 -0.475
N -4.151 0.946 0.254 0.388
C -3.653 0.415 -1.014 -1.651
C -5.061 0.040 0.911 -1.439
H -3.871 1.965 1.995 0.578
H -2.909 -0.363 -0.846 1.168
H -3.153 1.110 -1.689 -0.089
H -4.403 -0.179 -1.535 0.513
H -4.594 -0.944 0.947 0.408
H -5.470 0.362 1.869 0.516
H -5.973 -0.164 0.349 0.387
C 2.163 -2.343 1.015 0.937
O 2.006 -1.564 1.925 -0.666
N 2.758 -3.527 1.169 0.142
C 3.073 -4.452 0.093 -1.017
C 2.941 -4.101 2.547 -0.825
H 2.020 -2.183 -0.065 0.806
H 2.259 -5.169 0.204 0.309
H 4.074 -4.882 0.076 0.413
H 2.908 -4.039 -0.902 0.258
H 3.811 -4.745 2.677 0.338
H 3.040 -3.344 3.324 0.260
H 2.015 -4.650 2.725 0.237
C -1.806 -3.917 0.088 -0.503
O -2.864 -4.118 0.684 -0.544
N -0.566 -4.486 0.350 0.269
C 0.595 -4.049 -0.478 -1.298
C -0.243 -5.186 1.569 -1.156
H -1.747 -3.284 -0.811 0.941
H 1.208 -3.319 0.050 -1.454
H 0.267 -3.714 -1.462 0.556
H 1.237 -4.891 -0.740 0.858
H 0.529 -5.905 1.295 0.481
H 0.331 -4.584 2.273 0.243
H -1.032 -5.682 2.133 0.410
C 2.426 2.318 0.731 -0.046
O 2.495 1.718 -0.359 -0.300
N 3.452 2.820 1.395 0.201
C 3.315 3.494 2.712 -0.956
C 4.813 2.692 1.033 -1.035
H 1.471 2.637 1.176 0.310
H 2.283 3.487 3.063 0.311
H 3.767 4.486 2.733 0.316
H 3.913 2.948 3.441 0.377
H 5.328 3.635 1.220 0.362
H 5.255 1.888 1.622 0.377
H 4.932 2.432 -0.019 0.325
C -1.117 4.025 -1.107 1.499
O -1.350 5.106 -0.553 -0.746
N -1.449 3.771 -2.376 0.100
C -1.238 2.397 -2.969 -1.136
C -2.049 4.820 -3.247 -1.099
H -0.807 3.113 -0.573 -0.235
H -2.224 1.995 -3.199 0.532
H -0.594 1.821 -2.304 0.613
H -0.630 2.425 -3.873 0.459
H -3.007 4.597 -3.716 0.320
H -2.153 5.794 -2.768 0.327
H -1.361 4.923 -4.085 0.358
C 0.273 -1.539 -1.004 -0.797
O -0.803 -2.067 -1.218 -0.565
N 0.362 -0.325 -0.567 0.282
C 1.663 0.283 -0.250 -0.157
C -0.823 0.535 -0.413 -0.916
H 1.276 -1.974 -1.135 1.559
H 1.628 0.554 0.805 0.150
H 1.878 1.153 -0.870 -0.130
H 2.437 -0.460 -0.444 0.017
H -0.839 1.451 0.178 0.679
H -1.159 0.809 -1.413 0.763
H -1.613 -0.123 -0.050 -2.833
C -4.088 -0.917 2.995 0.010
O -4.037 0.271 3.054 -0.506
N -3.324 -1.736 2.190 0.254
C -3.733 -3.150 2.220 -1.035
C -2.225 -1.305 1.354 -1.197
H -4.821 -1.490 3.584 0.299
H -3.669 -3.647 1.252 0.162
H -4.662 -3.418 2.724 0.321
H -2.935 -3.742 2.670 0.385
H -2.350 -1.482 0.286 0.775
H -1.737 -0.358 1.585 0.559
H -1.423 -1.971 1.670 0.776
```


What should be chosen as the least stable of them? Choose B).


A) The following is a quantum chemistry calculation of 10 unconnected molecules or ions with the total composition H19O10, from the Open Molecules 2025 dataset.

Output
Highest occupied orbital energy   -7.0 eV
Molar mass   179.1 g mol⁻¹
Charge   -1

```
29
Properties=species:S:1:pos:R:3:mulliken_charge:R:1
O -2.485 2.413 2.301 -0.716
H -2.609 1.855 1.524 0.354
H 1.542 2.220 -0.239 0.255
O -1.078 -0.174 -4.015 -0.612
H -2.002 -0.429 -3.918 0.314
H -1.106 -0.107 0.850 0.127
O -0.587 -1.316 2.767 -0.687
H -1.054 0.554 -3.384 0.316
H -0.149 -0.592 2.282 0.271
O -2.959 -0.089 -0.764 -0.654
H 3.257 -0.785 0.817 0.323
H -1.521 2.292 2.313 0.379
O 3.895 -1.045 0.144 -0.637
H 0.393 1.027 -0.176 0.380
H -2.110 0.141 -1.139 0.372
O 1.703 -3.559 -1.988 -0.621
H 1.338 -2.742 -1.654 0.426
H 0.981 -4.153 -2.197 0.281
O 0.505 -1.085 -1.320 -0.628
H 0.911 -0.190 -1.339 0.422
H 0.925 2.762 2.140 0.278
O 0.995 1.851 2.413 -0.716
H 0.370 1.233 1.869 0.299
H 3.641 -0.531 -0.618 0.308
O 1.218 1.434 -0.673 -0.784
H -0.309 -1.048 3.649 0.317
O -0.643 0.732 0.914 -0.886
H -2.873 0.264 0.126 0.302
H -0.189 -0.933 -0.683 0.215
```


B) The following is a quantum chemistry calculation of a molecular structure, H19O10, from the Open Molecules 2025 dataset.

Output
Highest occupied orbital energy   -5.3 eV
Molar mass   179.1 g mol⁻¹
Charge   -1

```
29
Properties=species:S:1:pos:R:3:mulliken_charge:R:1
O -3.953 -0.760 0.388 -0.686
H -3.791 -1.555 -0.070 0.233
H -1.727 2.284 1.089 0.310
O 1.361 2.044 -2.675 -0.632
H 1.800 1.494 -1.953 0.295
H -1.908 -1.446 0.345 0.342
O -0.175 -2.675 -0.535 -0.722
H 0.943 1.395 -3.104 0.262
H -0.728 -1.895 -0.208 0.092
O -1.847 0.014 -2.755 -0.619
H 3.026 0.745 2.469 0.312
H -3.168 -0.423 0.814 0.443
O 2.906 -0.004 1.786 -0.549
H -0.831 1.104 0.851 0.264
H -1.698 -0.974 -2.717 0.314
O 3.850 0.331 -1.302 -0.663
H 2.904 0.092 -1.071 0.413
H 4.084 1.193 -1.407 0.262
O 1.614 0.086 -0.090 -0.612
H 0.820 -0.466 -0.148 0.232
H -1.137 0.045 3.695 0.182
O -1.797 -0.372 3.211 -0.867
H -1.505 -0.821 2.042 0.443
H 3.699 -0.436 2.135 0.242
O -0.744 2.168 0.982 -0.685
H 0.485 -2.533 0.182 0.381
O -1.444 -0.692 0.815 -0.670
H -1.124 0.497 -2.453 0.281
H 1.688 0.588 0.908 0.403
```


What should be chosen as the least stable of them? Choose B).


A) The following is a quantum chemistry calculation of 10 unconnected molecules or ions with the total composition H19O10, from the Open Molecules 2025 dataset.

Output
Highest occupied orbital energy   -6.5 eV
Molar mass   179.1 g mol⁻¹
Charge   -1

```
29
Properties=species:S:1:pos:R:3:mulliken_charge:R:1
O 0.117 -2.277 2.178 -0.728
H 0.370 -1.386 1.795 0.442
H -0.524 -2.049 2.854 0.278
O -1.226 0.930 3.539 -0.631
H -1.375 0.325 4.269 0.301
H -0.582 0.475 2.960 0.338
O -0.010 0.620 -2.073 -0.673
H -0.695 1.137 -1.626 0.420
H 0.314 -0.091 -1.502 0.331
O 0.490 0.176 1.351 -1.214
H 0.966 -2.227 -0.258 0.335
H 0.688 1.074 1.625 0.177
O 1.332 -1.381 -0.557 -0.718
H -2.857 1.926 -2.325 0.287
H 1.009 -0.836 0.231 0.419
O 2.085 1.663 -0.493 -0.677
H 1.700 0.983 0.071 0.319
H 1.538 1.913 -1.236 0.323
O -2.020 0.401 0.442 -0.782
H -1.296 0.640 1.077 0.572
H -1.395 0.011 -0.187 0.229
O -2.264 2.182 -1.622 -0.707
H -2.537 1.853 -0.745 0.384
H 3.155 -0.614 -0.644 0.371
O 3.949 -0.525 -0.088 -0.653
H 4.245 -1.347 0.293 0.285
O -1.979 -1.487 -3.008 -0.634
H -1.048 -1.381 -2.783 0.316
H -2.153 -0.706 -3.540 0.294
```


B) The following is a quantum chemistry calculation of 10 unconnected molecules or ions with the total composition H19O10, from the Open Molecules 2025 dataset.

Output
Highest occupied orbital energy   -6.2 eV
Molar mass   179.1 g mol⁻¹
Charge   -1

```
29
Properties=species:S:1:pos:R:3:mulliken_charge:R:1
O 0.662 2.381 0.798 -0.605
H 1.598 2.595 0.858 0.302
H 1.498 -0.977 3.309 0.379
O -2.049 -0.949 1.811 -0.628
H -2.662 -0.384 1.341 0.286
H -1.798 2.225 1.895 0.312
O 0.785 -1.319 3.862 -0.651
H -1.310 -1.111 1.210 0.320
H 0.149 -1.972 3.588 0.280
O 2.651 -0.242 -2.351 -0.654
H -0.981 -1.259 -2.445 0.493
H 0.607 1.422 0.799 0.376
O -0.152 -1.419 -2.944 -0.876
H -1.431 0.708 -3.983 0.291
H 2.743 -1.101 -1.918 0.277
O -1.887 -0.693 -1.026 -0.753
H -2.107 0.214 -1.255 0.338
H -0.946 -0.807 -0.726 0.384
O 2.040 -0.356 1.548 -0.642
H 1.885 -0.953 0.783 0.311
H 1.537 0.435 1.374 0.148
O -0.915 1.065 -3.257 -0.652
H -0.162 0.438 -3.212 0.383
H 0.402 -1.461 -2.131 0.331
O 0.601 -1.375 -0.405 -0.990
H 0.586 -2.326 -0.242 0.167
O -1.791 3.153 2.157 -0.631
H 1.766 -0.423 -2.696 0.396
H -0.947 3.277 2.598 0.308
```


What should be chosen as the least stable of them? Choose B).